# C9H18N3S

An isolated ion of composition C9H18N3S and charge +1 at a distorted geometry (the ωB97M-V functional and the def2-TZVPD basis, OMol25).

Each atom is followed by the atoms it is bonded to, with distances in Å.
Element x y z (Å)
1 C 4.08472 -1.50373 -1.78522  C2 1.310, H14 1.132, H15 1.100
2 C 3.05629 -0.70804 -1.62736  C1 1.310, N11 1.416, H16 1.098
3 C -1.39002 0.84719 -0.66890  N12 1.202, S13 1.898, H17 1.100
4 C 2.59765 -0.95490 3.28108  C7 1.505, H18 1.119, H19 1.121, H20 1.176
5 C -4.12529 0.94718 0.35182  C9 1.529, H21 1.093, H22 1.034, H23 1.152
6 C -4.58387 1.02133 -2.07911  C9 1.516, H24 1.032, H25 1.040, H26 1.115
7 C 2.06589 -0.40717 1.98385  C4 1.505, C8 1.500, H27 1.080, H28 1.114
8 C 2.95826 -0.77091 0.83427  C7 1.500, N11 1.469, H29 1.130, H30 1.070
9 C -3.69643 1.56793 -0.97857  C5 1.529, C6 1.516, N12 1.420, H31 1.194
10 N 1.15712 0.00211 -0.47240  N11 1.246, S13 1.655
11 N 2.32627 -0.42823 -0.44720  C2 1.416, C8 1.469, N10 1.246
12 N -2.33447 1.29027 -1.26657  C3 1.202, C9 1.420
13 S 0.12214 0.36781 -1.71138  C3 1.898, N10 1.655
14 H 4.58729 -1.48013 -2.79886  C1 1.132
15 H 4.51529 -2.09088 -0.96097  C1 1.100
16 H 2.50018 -0.16468 -2.40238  C2 1.098
17 H -1.06968 0.54942 0.34051  C3 1.100
18 H 3.55389 -0.58620 3.73034  C4 1.119
19 H 1.74940 -1.17229 3.98065  C4 1.121
20 H 2.95713 -2.04881 3.04073  C4 1.176
21 H -4.10731 -0.14485 0.40176  C5 1.093
22 H -3.55311 1.15005 1.18896  C5 1.034
23 H -5.14634 1.41975 0.59891  C5 1.152
24 H -4.45450 1.54841 -2.95651  C6 1.032
25 H -5.58002 1.04148 -1.78245  C6 1.040
26 H -4.40313 -0.02496 -2.42045  C6 1.115
27 H 1.85742 0.64742 2.08598  C7 1.080
28 H 1.03991 -0.82072 1.85341  C7 1.114
29 H 3.84475 -0.07726 0.93113  C8 1.130
30 H 3.32883 -1.76726 0.71396  C8 1.070
31 H -3.85823 2.75066 -0.95904  C9 1.194

Values from the calculation:
**Spin multiplicity**: 3
**Lowest unoccupied orbital energy (alpha / beta)**: -2.58 / -7.79 eV
**Net charge**: +1
**HOMO level (alpha / beta)**: -0.4098 / -0.4794 hartree
**Energy above the lowest of the compared OMol25 structures with the same formula, charge and spin**: 0.00 kJ/mol

Here are the natural (NBO) charges for atoms 1 to 4, given in e: C -0.32; C -0.05; C 0.04; C -0.62